Entry 1:
{"formula": "C48H60N3O4PSSeSn", "method": "wB97M-V/def2-TZVPD", "symbols": ["Sn", "C", "C", "C", "C", "C", "C", "C", "Se", "C", "C", "C", "C", "C", "C", "O", "C", "C", "C", "C", "C", "C", "C", "C", "C", "O", "C", "C", "C", "C", "C", "C", "H", "H", "H", "H", "H", "H", "H", "H", "H", "H", "H", "H", "H", "H", "H", "H", "H", "H", "H", "H", "H", "H", "H", "H", "H", "H", "H", "H", "H", "H", "H", "H", "H", "H", "H", "H", "H", "H", "H", "H", "N", "N", "C", "N", "S", "H", "H", "H", "H", "H", "O", "C", "O", "P", "C", "C", "C", "C", "C", "C", "C", "C", "C", "C", "C", "C", "C", "C", "C", "C", "C", "C", "H", "H", "H", "H", "H", "H", "H", "H", "H", "H", "H", "H", "H", "H", "H"], "xyz": [[-0.478, -2.192, -0.728], [6.953, 1.339, 0.099], [6.161, 0.846, -1.113], [5.861, 2.058, -2.006], [7.031, -0.150, -1.891], [4.854, 0.164, -0.707], [3.948, -0.233, -1.678], [2.755, -0.844, -1.330], [1.548, -1.353, -2.740], [0.631, 0.344, -2.864], [1.281, 1.395, -3.490], [0.690, 2.645, -3.578], [-0.595, 2.778, -3.056], [-1.288, 1.746, -2.435], [-0.642, 0.495, -2.304], [-1.247, -0.502, -1.668], [-2.719, 1.942, -1.919], [-3.666, 0.969, -2.641], [-3.230, 3.360, -2.189], [-2.800, 1.709, -0.405], [1.440, 3.798, -4.244], [2.789, 4.001, -3.539], [1.685, 3.463, -5.722], [0.663, 5.114, -4.171], [2.408, -1.098, 0.005], [1.238, -1.633, 0.333], [3.351, -0.757, 1.004], [4.529, -0.127, 0.615], [3.079, -1.088, 2.477], [2.922, -2.606, 2.644], [4.228, -0.644, 3.388], [1.809, -0.379, 2.966], [7.843, 1.871, -0.241], [7.283, 0.511, 0.729], [6.363, 2.026, 0.708], [6.791, 2.551, -2.298], [5.236, 2.781, -1.479], [5.340, 1.767, -2.919], [7.982, 0.309, -2.172], [6.532, -0.481, -2.803], [7.240, -1.033, -1.283], [4.160, -0.073, -2.728], [2.268, 1.224, -3.903], [-1.081, 3.737, -3.141], [-3.655, 1.155, -3.718], [-4.689, 1.116, -2.283], [-3.379, -0.064, -2.462], [-3.250, 3.588, -3.256], [-2.623, 4.113, -1.681], [-4.251, 3.447, -1.811], [-2.516, 0.695, -0.136], [-3.822, 1.891, -0.060], [-2.145, 2.403, 0.127], [3.436, 3.132, -3.656], [2.642, 4.167, -2.470], [3.310, 4.865, -3.958], [2.255, 2.540, -5.829], [2.246, 4.266, -6.206], [0.737, 3.337, -6.248], [0.451, 5.395, -3.138], [-0.281, 5.054, -4.715], [1.257, 5.911, -4.622], [5.234, 0.147, 1.382], [3.833, -3.119, 2.329], [2.089, -2.980, 2.052], [2.744, -2.845, 3.696], [5.173, -1.111, 3.108], [4.001, -0.942, 4.413], [4.356, 0.440, 3.375], [0.923, -0.812, 2.507], [1.850, 0.683, 2.715], [1.728, -0.470, 4.054], [-3.713, -3.610, -1.804], [-3.955, -4.691, -2.651], [-3.072, -5.688, -2.880], [-3.534, -6.670, -3.698], [-1.560, -5.752, -2.194], [-3.286, -3.970, -0.951], [-3.001, -3.020, -2.231], [-4.896, -4.749, -3.001], [-4.350, -6.533, -4.270], [-2.870, -7.368, -3.979], [1.325, 2.104, 0.010], [0.554, 1.337, 0.307], [-1.681, -1.615, 1.258], [-2.464, -1.297, 2.494], [-2.739, 0.467, 2.744], [-4.003, 1.045, 2.720], [-4.138, 2.416, 2.889], [-3.015, 3.206, 3.082], [-1.751, 2.630, 3.115], [-1.612, 1.262, 2.952], [-4.091, -2.065, 2.390], [-4.699, -2.046, 1.135], [-5.948, -2.620, 0.963], [-6.589, -3.215, 2.041], [-5.981, -3.243, 3.289], [-4.731, -2.670, 3.466], [-1.644, -1.884, 3.984], [-0.662, -2.860, 3.841], [0.003, -3.337, 4.960], [-0.309, -2.837, 6.216], [-1.282, -1.856, 6.360], [-1.949, -1.375, 5.244], [-4.881, 0.431, 2.564], [-5.122, 2.867, 2.865], [-3.123, 4.276, 3.208], [-0.875, 3.246, 3.267], [-0.632, 0.809, 2.979], [-4.182, -1.598, 0.294], [-6.412, -2.610, -0.015], [-7.563, -3.668, 1.907], [-6.477, -3.720, 4.124], [-4.252, -2.706, 4.437], [-0.415, -3.226, 2.853], [0.771, -4.091, 4.848], [0.215, -3.206, 7.089], [-1.514, -1.460, 7.339], [-2.693, -0.594, 5.350]], "homo_ha": -0.26940, "total_energy_ev": -154715.905, "homo_lumo_gap_ev": 7.78, "charge": 0, "de_lowest_kj_mol": 0.0, "largest_force_ev_per_a": 0.43}

***

Entry 2:
{"formula": "C48H64BBrMnN4O2P3", "method": "wB97M-V/def2-TZVPD", "symbols": ["Mn", "C", "C", "C", "C", "P", "C", "N", "B", "N", "C", "P", "C", "C", "C", "C", "C", "C", "C", "C", "C", "C", "C", "C", "C", "C", "C", "C", "C", "C", "H", "H", "H", "H", "H", "H", "H", "H", "H", "H", "H", "H", "H", "H", "H", "H", "H", "H", "H", "H", "H", "H", "H", "H", "H", "H", "H", "H", "H", "H", "H", "H", "H", "H", "H", "H", "H", "H", "H", "H", "H", "H", "H", "H", "O", "N", "C", "C", "C", "C", "C", "C", "C", "P", "C", "C", "C", "C", "C", "C", "C", "C", "C", "C", "C", "C", "H", "H", "H", "H", "H", "H", "H", "H", "H", "H", "H", "H", "H", "H", "H", "H", "O", "C", "C", "C", "N", "C", "Br", "C", "H", "H", "H", "H"], "xyz": [[-1.059, 0.015, 0.100], [2.224, 0.256, -5.281], [2.590, -0.439, -3.966], [4.039, -0.928, -3.985], [1.676, -1.670, -3.828], [2.065, 0.692, -2.545], [2.875, -0.186, -1.105], [2.353, 0.280, 0.175], [0.993, 0.527, 0.626], [1.160, 1.343, 1.819], [0.231, 1.991, 2.732], [-1.521, 1.906, 2.136], [-2.356, 1.469, 3.814], [-3.852, 1.224, 3.562], [-2.210, 2.481, 4.960], [-1.706, 0.163, 4.319], [-1.932, 3.714, 1.649], [-2.174, 4.669, 2.818], [-3.193, 3.674, 0.775], [-0.784, 4.306, 0.806], [2.518, 1.454, 2.115], [3.153, 2.112, 3.159], [4.539, 2.061, 3.215], [5.264, 1.354, 2.262], [4.630, 0.701, 1.212], [3.246, 0.774, 1.129], [2.998, 2.352, -2.689], [2.091, 3.237, -3.581], [3.120, 3.001, -1.305], [4.413, 2.293, -3.267], [2.385, -0.434, -6.114], [2.821, 1.147, -5.468], [1.168, 0.539, -5.282], [4.136, -1.692, -4.763], [4.318, -1.394, -3.038], [4.752, -0.142, -4.211], [1.727, -2.269, -4.741], [0.635, -1.372, -3.678], [1.978, -2.310, -2.996], [3.949, -0.016, -1.144], [2.699, -1.257, -1.229], [0.529, 3.033, 2.871], [0.288, 1.507, 3.709], [-4.297, 1.998, 2.937], [-4.392, 1.219, 4.512], [-4.025, 0.259, 3.085], [-2.935, 3.284, 4.906], [-1.208, 2.906, 5.017], [-2.396, 1.953, 5.899], [-1.245, -0.418, 3.528], [-2.464, -0.460, 4.801], [-0.935, 0.366, 5.063], [-3.101, 4.449, 3.337], [-2.267, 5.682, 2.420], [-1.348, 4.672, 3.530], [-4.084, 3.419, 1.351], [-3.086, 2.959, -0.043], [-3.362, 4.660, 0.335], [0.210, 4.059, 1.184], [-0.872, 5.394, 0.819], [-0.852, 3.990, -0.228], [2.595, 2.649, 3.914], [5.061, 2.577, 4.009], [6.342, 1.315, 2.340], [5.222, 0.154, 0.491], [1.518, 3.947, -2.978], [1.377, 2.652, -4.162], [2.688, 3.818, -4.287], [2.189, 2.973, -0.729], [3.405, 4.049, -1.431], [3.894, 2.521, -0.707], [4.423, 1.992, -4.313], [5.049, 1.615, -2.694], [4.862, 3.289, -3.209], [-0.788, 2.059, -1.042], [-0.959, 0.801, -1.693], [-1.770, 0.928, -2.746], [-2.136, -0.132, -3.609], [-2.746, 0.228, -4.838], [-3.058, -0.708, -5.788], [-2.806, -2.062, -5.539], [-2.269, -2.445, -4.328], [-1.913, -1.516, -3.345], [-1.390, -2.056, -1.686], [-2.661, -3.348, -1.329], [-3.988, -3.159, -1.717], [-4.961, -4.095, -1.395], [-4.620, -5.238, -0.687], [-3.302, -5.442, -0.306], [-2.330, -4.501, -0.615], [0.087, -3.141, -1.822], [1.103, -2.890, -0.900], [2.227, -3.703, -0.836], [2.352, -4.773, -1.707], [1.350, -5.025, -2.637], [0.221, -4.225, -2.688], [0.125, 2.330, -1.257], [-2.106, 1.933, -2.981], [-2.933, 1.279, -5.020], [-3.503, -0.400, -6.725], [-3.055, -2.806, -6.283], [-2.171, -3.502, -4.131], [-4.263, -2.277, -2.282], [-5.984, -3.934, -1.709], [-5.378, -5.969, -0.438], [-3.025, -6.345, 0.225], [-1.305, -4.669, -0.306], [1.009, -2.028, -0.247], [3.006, -3.500, -0.111], [3.226, -5.409, -1.665], [1.443, -5.858, -3.322], [-0.551, -4.463, -3.404], [-3.415, -4.392, 3.296], [-2.693, -3.442, 2.707], [-1.299, -3.360, 2.796], [-0.649, -2.338, 2.152], [-1.285, -1.395, 1.444], [-2.617, -1.512, 1.340], [-3.537, -0.248, 0.227], [-3.365, -2.488, 1.948], [-2.852, -5.017, 3.770], [-0.736, -4.091, 3.362], [0.426, -2.224, 2.215], [-4.438, -2.537, 1.823]], "homo_ha": [-0.29309, -0.34067], "total_energy_ev": -190769.825, "spin_multiplicity": 6, "homo_lumo_gap_ev": [4.90, 6.11], "charge": 1, "largest_force_ev_per_a": 4.33}